{"formula": "C41H35BrN2OP2PbS", "method": "ωB97M-V/def2-TZVPD", "total_charge": 2, "e_tot_ha": -5615.3002, "homo_lumo_gap_ev": 7.465, "fmax_ev_per_a": 3.49, "lumo_energy_ev": -5.72, "relative_energy_ev": 1.272, "symbols": ["Pb", "O", "S", "C", "C", "C", "C", "C", "C", "P", "C", "C", "C", "C", "C", "C", "C", "C", "C", "C", "C", "C", "C", "C", "C", "C", "C", "C", "P", "C", "C", "C", "C", "C", "C", "C", "C", "C", "C", "C", "C", "H", "H", "H", "H", "H", "H", "H", "H", "H", "H", "H", "H", "H", "H", "H", "H", "H", "H", "H", "H", "H", "H", "H", "H", "H", "H", "H", "H", "Br", "C", "C", "C", "N", "C", "C", "H", "H", "H", "H", "N", "H", "H", "H"], "positions_angstrom": [[0.08734, -1.76204, 0.41078], [-0.31524, 3.16038, -1.76296], [-0.26046, 2.03706, -0.79132], [1.19311, 2.37698, 0.09577], [1.30088, 3.65338, 0.74442], [2.53670, 3.99701, 1.21445], [3.69444, 3.14417, 1.10689], [3.56807, 1.94589, 0.44973], [2.30212, 1.54845, -0.02004], [2.01770, 0.02382, -0.94815], [3.43517, -1.06264, -0.59561], [3.98470, -1.89603, -1.54971], [4.98397, -2.81802, -1.25669], [5.46064, -2.97700, 0.01068], [4.83692, -2.28028, 1.08142], [3.87152, -1.31438, 0.75837], [2.25671, 0.50637, -2.65024], [1.42708, -0.05566, -3.60418], [1.59552, 0.31517, -4.94418], [2.61708, 1.11077, -5.38109], [3.41138, 1.70317, -4.38851], [3.24445, 1.44167, -3.03682], [-1.64661, 2.48518, 0.38273], [-1.93506, 3.75097, 0.70590], [-2.87970, 3.97671, 1.73426], [-3.36091, 2.91217, 2.44641], [-2.99879, 1.58884, 2.15038], [-2.19507, 1.37510, 1.00691], [-2.10344, -0.20437, 0.05608], [-2.77633, 0.37306, -1.48715], [-2.20430, 0.19028, -2.73885], [-2.96413, 0.44298, -3.87813], [-4.25684, 0.96685, -3.84463], [-4.78868, 1.21228, -2.58021], [-4.09631, 0.85432, -1.42346], [-3.18822, -1.48629, 0.74812], [-4.03194, -2.27606, -0.08716], [-4.71274, -3.36423, 0.47425], [-4.49995, -3.76030, 1.78586], [-3.71148, -2.93114, 2.63165], [-3.00802, -1.84377, 2.10593], [0.45918, 4.40528, 0.78768], [2.69918, 4.90341, 1.76495], [4.60007, 3.44113, 1.70334], [4.45600, 1.31303, 0.28739], [3.76544, -1.74879, -2.60027], [5.42700, -3.37351, -2.11085], [6.33157, -3.53846, 0.22859], [5.11559, -2.43646, 2.13026], [3.39678, -0.75283, 1.53721], [0.66466, -0.77562, -3.29218], [0.74670, 0.14037, -5.59729], [2.78333, 1.26172, -6.46386], [4.12674, 2.50774, -4.60194], [3.89869, 1.90604, -2.26856], [-1.58903, 4.56620, 0.04205], [-3.21987, 5.03315, 1.84740], [-3.98096, 3.08728, 3.33638], [-3.31656, 0.70534, 2.69379], [-1.15267, -0.01053, -2.92225], [-2.54881, 0.13774, -4.84293], [-4.80111, 1.10655, -4.77787], [-5.85676, 1.56435, -2.54158], [-4.59861, 0.78539, -0.44339], [-4.22274, -2.03444, -1.13630], [-5.44687, -3.82769, -0.15377], [-5.11059, -4.53021, 2.27097], [-3.84524, -3.14696, 3.67306], [-2.45490, -1.16762, 2.76904], [1.51284, -0.06335, 7.28431], [1.06838, -0.81746, 5.66676], [0.94319, 0.09532, 4.61638], [0.76156, -0.34249, 3.29934], [0.68977, -1.60798, 3.00906], [0.84214, -2.53537, 4.00174], [1.02038, -2.21114, 5.33399], [1.02189, 1.15455, 4.79804], [0.77624, 0.40723, 2.46897], [0.80608, -3.55802, 3.63848], [0.96181, -2.94501, 6.15098], [-0.57051, -3.29928, -1.50248], [-0.34034, -4.23356, -1.17307], [-0.12157, -3.27094, -2.42395], [-1.58941, -3.35494, -1.61951]]}

{"formula": "C41H35CdClN2Si2", "method": "ωB97M-V/def2-TZVPD", "e_tot_ha": -2899.7909, "homo_lumo_gap_ev": 4.787, "fmax_ev_per_a": 2.11, "lumo_energy_ev": -1.13, "relative_energy_ev": 0.423, "symbols": ["C", "C", "C", "H", "C", "C", "H", "H", "H", "H", "Cd", "Si", "C", "C", "H", "C", "H", "C", "H", "C", "H", "C", "H", "C", "C", "H", "C", "H", "C", "H", "C", "H", "C", "H", "H", "Si", "C", "C", "H", "C", "H", "C", "H", "C", "H", "C", "H", "C", "C", "H", "C", "H", "C", "H", "C", "H", "C", "H", "H", "Cl", "C", "C", "N", "C", "C", "C", "C", "C", "C", "C", "C", "C", "N", "C", "H", "H", "H", "H", "H", "H", "H", "H"], "positions_angstrom": [[1.95220, -0.09645, 0.83671], [1.36918, -1.38889, 0.86616], [1.24821, -1.84748, -0.47446], [1.10782, -1.94741, 1.76008], [1.75123, -0.83300, -1.32870], [2.17951, 0.25109, -0.52090], [2.65037, 1.16960, -0.86879], [2.21312, 0.50705, 1.70767], [0.89187, -2.82563, -0.78707], [1.82377, -0.89748, -2.40930], [-1.27487, 0.46926, -0.34505], [-6.32084, -1.41232, -4.78508], [-7.43699, -2.70300, -4.05096], [-8.81618, -2.71003, -4.31566], [-9.24839, -1.92873, -4.94443], [-9.63541, -3.71545, -3.78121], [-10.70222, -3.73005, -4.02915], [-9.09747, -4.69346, -2.93164], [-9.73766, -5.46110, -2.49161], [-7.72569, -4.67969, -2.63919], [-7.30352, -5.43486, -1.96883], [-6.90909, -3.70020, -3.21170], [-5.84121, -3.70708, -2.99234], [-5.96460, -1.97262, -6.53193], [-6.02312, -3.34315, -6.83075], [-6.48448, -4.03432, -6.11735], [-5.40511, -3.86866, -7.97687], [-5.43859, -4.94424, -8.17623], [-4.70877, -3.01929, -8.84466], [-4.17191, -3.43176, -9.70268], [-4.68691, -1.63800, -8.58624], [-4.15459, -0.97195, -9.27409], [-5.29963, -1.12315, -7.43898], [-5.19559, -0.06066, -7.20293], [-5.05412, -1.82688, -4.13065], [-2.60303, -1.17992, -1.88097], [-1.50671, -1.82444, -3.25765], [-1.38109, -3.19326, -3.58975], [-2.02130, -3.93283, -3.10238], [-0.51570, -3.62189, -4.61443], [-0.46160, -4.67772, -4.87542], [0.23398, -2.70208, -5.35559], [0.87672, -3.03458, -6.17396], [0.12011, -1.34019, -5.04002], [0.66263, -0.60401, -5.63563], [-0.73113, -0.90621, -4.01186], [-0.85377, 0.17028, -3.85527], [-3.20554, -2.69200, -0.96789], [-2.25282, -3.39188, -0.19039], [-1.22900, -3.01839, -0.14208], [-2.59829, -4.54682, 0.51502], [-1.86576, -5.07216, 1.12071], [-3.90599, -5.04654, 0.46094], [-4.19084, -5.95323, 1.00246], [-4.87539, -4.34609, -0.27262], [-5.90145, -4.73769, -0.29473], [-4.54189, -3.14535, -0.93885], [-5.32193, -2.55876, -1.44738], [-6.65305, 0.05742, -4.50759], [-4.12255, 0.13832, -2.45568], [0.94371, 4.22055, -1.45126], [0.35428, 2.96312, -1.51188], [-0.21264, 2.42022, -0.41400], [-0.05472, 3.00214, 0.80869], [0.50952, 4.29920, 0.92076], [0.97328, 4.91087, -0.25513], [0.51691, 4.88741, 2.22894], [0.16432, 4.17589, 3.35739], [-0.24232, 2.80078, 3.28995], [-0.50411, 1.96652, 4.39190], [-0.86969, 0.65544, 4.17845], [-1.07090, 0.19070, 2.88123], [-0.93350, 1.00344, 1.81632], [-0.43016, 2.25618, 1.98762], [1.36382, 4.67774, -2.33413], [0.34557, 2.39237, -2.43037], [1.37315, 5.92036, -0.21249], [0.78753, 5.94106, 2.32608], [0.16568, 4.67463, 4.33228], [-0.39437, 2.35430, 5.40565], [-1.01351, 0.00175, 5.02887], [-1.32878, -0.84256, 2.69477]]}

{"formula": "C41H35ClN2Si2Tl", "method": "ωB97M-V/def2-TZVPD", "total_charge": 1, "e_tot_ha": -2904.2193, "homo_lumo_gap_ev": [6.704, 5.287], "fmax_ev_per_a": 3.93, "lumo_energy_ev": [-3.92, -4.78], "relative_energy_ev": 1.093, "symbols": ["C", "C", "C", "H", "C", "C", "H", "H", "H", "H", "Tl", "Si", "C", "C", "H", "C", "H", "C", "H", "C", "H", "C", "H", "C", "C", "H", "C", "H", "C", "H", "C", "H", "C", "H", "H", "Si", "C", "C", "H", "C", "H", "C", "H", "C", "H", "C", "H", "C", "C", "H", "C", "H", "C", "H", "C", "H", "C", "H", "H", "Cl", "C", "C", "N", "C", "C", "C", "C", "C", "C", "C", "C", "C", "N", "C", "H", "H", "H", "H", "H", "H", "H", "H"], "positions_angstrom": [[0.61540, 0.76585, 1.10893], [1.67232, 0.57222, 0.18111], [1.38595, 1.36899, -0.96541], [2.56471, -0.03735, 0.34097], [0.14174, 2.03093, -0.75339], [-0.33826, 1.64652, 0.52968], [-1.23585, 2.03058, 1.01746], [0.55284, 0.34674, 2.11152], [2.03825, 1.52728, -1.81869], [-0.33825, 2.73542, -1.43932], [-0.62434, -1.03068, -1.33464], [0.43590, -0.98998, -4.87367], [1.91042, -1.88422, -4.05749], [2.23496, -3.25008, -4.27741], [1.56753, -3.83058, -4.92626], [3.43942, -3.78383, -3.80287], [3.69354, -4.82872, -4.01739], [4.28908, -2.94544, -3.04907], [5.24524, -3.36705, -2.71098], [3.99545, -1.60871, -2.78778], [4.64681, -0.98462, -2.19572], [2.81041, -1.09829, -3.30101], [2.63239, -0.01137, -3.22000], [0.84935, 0.80375, -4.74738], [2.00925, 1.42586, -5.24290], [2.81910, 0.80380, -5.64322], [2.06395, 2.81292, -5.18048], [2.97864, 3.26813, -5.49650], [1.01614, 3.57354, -4.67492], [1.08008, 4.66884, -4.70751], [-0.13880, 2.93113, -4.26563], [-0.96445, 3.51341, -3.89433], [-0.28015, 1.55707, -4.31910], [-1.20017, 1.04236, -4.01110], [-0.57103, -1.38039, -3.82109], [0.16863, -1.92594, -6.92315], [0.21941, -0.28749, -8.04482], [1.22189, 0.02477, -8.98423], [1.90552, -0.75944, -9.30444], [1.31422, 1.30157, -9.54673], [2.09914, 1.50533, -10.27744], [0.39769, 2.29427, -9.17810], [0.46399, 3.28335, -9.60759], [-0.60614, 2.01277, -8.26215], [-1.33142, 2.77739, -7.93605], [-0.71675, 0.71913, -7.76020], [-1.58450, 0.53506, -7.13667], [1.77520, -2.59555, -7.64970], [3.04602, -1.98169, -7.56203], [3.13297, -0.91855, -7.39357], [4.25213, -2.68907, -7.74820], [5.22498, -2.24451, -7.48139], [4.23227, -3.98080, -8.27520], [5.17273, -4.54118, -8.45956], [2.99026, -4.51753, -8.63921], [2.96711, -5.50458, -9.12437], [1.81561, -3.81043, -8.37340], [0.90285, -4.24935, -8.72768], [-1.01516, -0.81676, -5.50450], [-0.78084, -3.73366, -6.71843], [-4.61685, 0.80304, 0.81481], [-3.49503, 0.51138, 0.04682], [-2.63319, -0.41107, 0.45827], [-2.72978, -1.03420, 1.65430], [-3.86273, -0.77137, 2.46722], [-4.81287, 0.16384, 2.02311], [-3.96856, -1.46235, 3.72163], [-2.97076, -2.28426, 4.18216], [-1.76609, -2.49382, 3.43673], [-0.66548, -3.25034, 3.92133], [0.47557, -3.36736, 3.14612], [0.47871, -2.76058, 1.86693], [-0.55644, -2.08220, 1.37196], [-1.65068, -1.89857, 2.12214], [-5.29062, 1.55235, 0.42317], [-3.25845, 0.99418, -0.89519], [-5.70007, 0.37284, 2.63378], [-4.88184, -1.30413, 4.31846], [-3.07142, -2.79321, 5.14409], [-0.75268, -3.70736, 4.91633], [1.35438, -3.92433, 3.49170], [1.37579, -2.83477, 1.24454]]}